The following is a quantum chemistry calculation of an isolated molecule of C5H7NO, from the Open Molecules 2025 dataset.

Output
Frontier orbital gap   8.9410 eV
E_LUMO   1.06 eV
Molecular weight   97.1 g/mol
Energy above the lowest of the compared OMol25 structures with the same formula, charge and spin   0.771 eV
SMILES string   Cc1occc1N
Electronic energy   -8835.4318 eV
Highest occupied orbital energy   -7.882 eV

Structure (ORCA input):
```
! wB97M-V def2-TZVPD RIJCOSX def2/J DEFGRID3
* xyz 0 1
C 0.46381 0.42463 -1.92609
C 0.23717 0.41138 -0.45449
O 0.30135 1.60557 0.20755
C -0.15332 1.39480 1.46314
C -0.48408 0.09408 1.65309
C -0.20637 -0.55290 0.39628
N -0.35217 -1.91166 0.04674
H 1.52484 0.45923 -2.21417
H 0.00920 -0.47349 -2.36956
H -0.03710 1.31215 -2.33716
H -0.18489 2.26538 2.09878
H -0.88296 -0.35862 2.55479
H -0.76481 -2.45575 0.79352
H 0.53649 -2.32516 -0.21331
*
```

The following is a quantum chemistry calculation of C28H59F3N2O6 as an isolated structure at a distorted geometry, from the Open Molecules 2025 dataset.

Output
Frontier orbital gap   7.5940 eV
E_LUMO   -0.02 eV
Molecular weight   576.8 g/mol
Energy above the lowest of the compared OMol25 structures with the same formula, charge and spin   22.774 eV
Electronic energy   -53387.5363 eV
Highest occupied orbital energy   -7.612 eV

Structure (ORCA input):
```
! wB97M-V def2-TZVPD RIJCOSX def2/J DEFGRID3
* xyz 0 1
C -5.35571 1.18308 -2.35154
C -4.47026 1.60575 -1.20260
N -3.22066 0.84749 -1.04304
C -3.17198 -0.56510 -1.27769
C -4.02163 -1.34030 -0.28527
C -2.40613 1.25619 0.08623
C -2.08313 2.79091 0.20400
H -5.63765 0.16288 -2.09115
H -4.77706 1.16927 -3.27516
H -6.27734 1.75356 -2.46666
H -4.25984 2.67413 -1.25131
H -5.01996 1.48956 -0.26856
H -3.48319 -0.76307 -2.30339
H -2.14819 -0.93524 -1.22332
H -5.06372 -1.32553 -0.60452
H -3.73040 -2.38270 -0.41436
H -3.80520 -0.99892 0.72701
H -1.40334 0.83219 0.13844
H -2.69373 0.92585 1.08436
H -2.26519 3.45731 -0.63913
H -1.22346 2.87228 0.86916
H -2.94105 3.24772 0.69736
C 4.22043 1.53595 -0.71884
C 3.44093 0.37997 -1.24630
N 4.16490 -0.90068 -1.25813
C 3.44656 -1.94135 -2.03100
C 3.83070 -1.66804 -3.53559
C 4.47115 -1.41163 0.10326
C 5.24444 -2.73644 0.19826
H 3.57912 2.41489 -0.65332
H 5.00225 1.72399 -1.45471
H 4.60870 1.27957 0.26686
H 2.57920 0.21236 -0.60021
H 3.02546 0.70187 -2.20122
H 3.89710 -2.91344 -1.83059
H 2.37611 -1.84189 -1.85114
H 3.24803 -0.81716 -3.88858
H 4.91253 -1.58242 -3.63770
H 3.45488 -2.37174 -4.27833
H 3.49498 -1.58040 0.55792
H 4.93379 -0.72568 0.81286
H 5.99345 -2.67430 -0.59119
H 4.53258 -3.51645 -0.07183
H 5.78967 -2.86134 1.13379
C 0.54297 -2.83042 -2.67249
C -0.22505 -1.61881 -3.18544
O 0.53448 -0.41398 -2.99868
C 0.24564 0.40134 -1.93815
O -0.62690 0.18863 -1.06972
C 1.03428 1.67913 -2.07816
F 2.05983 1.52244 -2.99296
F 0.21936 2.70347 -2.37012
F 1.55281 1.99774 -0.87111
H 1.56082 -2.63149 -3.00791
H 0.14979 -3.69687 -3.20424
H 0.37620 -2.94399 -1.60132
H -1.14710 -1.61456 -2.60415
H -0.48009 -1.71272 -4.24102
C -1.79041 0.17489 5.40074
C -1.90942 0.61073 3.93778
O -1.86013 -0.14115 2.95227
C -2.45304 1.99186 3.80013
H -0.84094 -0.32500 5.59235
H -2.61954 -0.48239 5.66269
H -1.89388 0.97214 6.13680
H -3.53713 1.89997 3.86660
H -2.17838 2.40691 2.83039
H -2.26568 2.71194 4.59667
C -1.00295 -2.43931 2.20175
C -1.55951 -3.87132 1.84568
O -1.70261 -4.23614 0.67922
C -2.06656 -4.65508 2.99969
H -1.85450 -1.76313 2.12591
H -0.16948 -2.05702 1.61243
H -0.63078 -2.40205 3.22557
H -2.39564 -4.03985 3.83713
H -1.30873 -5.37358 3.31200
H -2.95818 -5.16155 2.63008
C -0.33148 1.11186 1.51508
C 1.05203 0.53318 1.22683
O 1.96777 1.29180 0.88792
C 1.21722 -0.95548 1.42173
H -0.70179 1.68315 0.66385
H -0.29317 1.84502 2.32076
H -1.12113 0.43407 1.83937
H 0.51072 -1.21692 2.20951
H 2.27906 -1.10452 1.61769
H 0.88828 -1.42656 0.49545
C 0.19494 3.61765 -0.43533
C 1.60392 3.88287 0.02814
O 1.83232 4.28745 1.20193
C 2.81736 3.58518 -0.83882
H 0.05549 2.67169 -0.95861
H -0.40098 4.32763 -1.00883
H -0.43051 3.46609 0.44442
H 2.67559 4.03176 -1.82297
H 2.79169 2.51526 -1.04549
H 3.80495 3.90495 -0.50639
*
```

The following is a quantum chemistry calculation of a 2-piece molecular cluster, C9H14 overall at a distorted geometry, from the Open Molecules 2025 dataset.

Output
Frontier orbital gap   10.0365 eV
E_LUMO   1.00 eV
Molecular weight   122.2 g/mol
Energy above the lowest of the compared OMol25 structures with the same formula, charge and spin   0.369 eV
SMILES string   Cc1ccccc1.CC
Electronic energy   -9559.8125 eV
Highest occupied orbital energy   -9.033 eV

Structure (ORCA input):
```
! wB97M-V def2-TZVPD RIJCOSX def2/J DEFGRID3
* xyz 0 1
C 1.39853 2.36171 -1.97811
C 1.13954 1.02779 -1.32346
C 1.45134 0.81981 0.02151
C 1.16161 -0.39204 0.63277
C 0.56873 -1.40155 -0.08989
C 0.05815 -1.12832 -1.35146
C 0.38572 0.06744 -1.97866
H 1.35299 2.26836 -3.07110
H 2.35712 2.83146 -1.77040
H 0.59371 3.03732 -1.69639
H 1.93633 1.62575 0.55901
H 1.48869 -0.46064 1.65928
H 0.49158 -2.40197 0.31677
H -0.57433 -1.87204 -1.83092
H 0.09322 0.17624 -3.01274
C -1.83646 -0.43610 2.79267
C -3.08107 -1.06749 2.19922
H -1.90581 0.65092 2.88447
H -1.53572 -0.79989 3.77650
H -0.96185 -0.51124 2.14433
H -3.05580 -2.14997 2.24528
H -3.14418 -0.82332 1.13397
H -3.98039 -0.62621 2.62356
*
```

The following is a quantum chemistry calculation of an isolated molecule of C6H5NO at a distorted geometry, from the Open Molecules 2025 dataset.

Output
Frontier orbital gap   8.0540 eV
E_LUMO   -1.53 eV
Molecular weight   107.1 g/mol
Energy above the lowest of the compared OMol25 structures with the same formula, charge and spin   2.915 eV
SMILES string   C=C/C(C#N)=C\C=O
Electronic energy   -9836.2931 eV
Highest occupied orbital energy   -9.587 eV

Structure (ORCA input):
```
! wB97M-V def2-TZVPD RIJCOSX def2/J DEFGRID3
* xyz 0 1
C -2.02933 1.10388 -0.14551
C -0.63090 1.06068 -0.07854
C -0.18061 -0.40762 -0.02632
C -1.18714 -1.41471 0.04204
N -1.92423 -2.33824 -0.24821
C 1.20363 -0.73613 0.21249
C 2.37828 0.02387 -0.19802
O 3.42835 -0.67222 -0.20594
H -2.65896 0.07410 -0.09110
H -2.64574 1.98364 0.05560
H 0.09798 1.90740 0.03086
H 1.53462 -1.74508 0.66539
H 2.61407 1.16044 -0.01275
*
```

The following is a quantum chemistry calculation of a 2-piece molecular cluster, C2H2F2 overall at a distorted geometry, from the Open Molecules 2025 dataset.

Output
Frontier orbital gap (spin up / spin down)   7.9405 / 7.9588 eV
E_LUMO (spin up / spin down)   -2.12 / -2.11 eV
Molecular weight   64.0 g/mol
Energy above the lowest of the compared OMol25 structures with the same formula, charge and spin   5.355 eV
Electronic energy   -7535.1832 eV
Highest occupied orbital energy (spin up / spin down)   -10.059 / -10.070 eV

Structure (ORCA input):
```
! wB97M-V def2-TZVPD RIJCOSX def2/J DEFGRID3
* xyz 0 1
C 0.29416 0.25138 -0.01289
C 1.44996 0.67020 0.02618
F 2.40453 1.49782 -0.04429
F 2.87330 -1.48966 0.07997
H 0.38226 -0.81137 -0.11679
H -0.70171 0.54649 0.00237
*
```

The following is a quantum chemistry calculation of a 20-piece molecular cluster, C2H42O21 overall at a distorted geometry, from the Open Molecules 2025 dataset.

Output
Frontier orbital gap   8.4424 eV
E_LUMO   4.66 eV
Molecular weight   402.3 g/mol
Energy above the lowest of the compared OMol25 structures with the same formula, charge and spin   0.878 eV
Electronic energy   -45755.0393 eV
Highest occupied orbital energy   -3.780 eV

Structure (ORCA input):
```
! wB97M-V def2-TZVPD RIJCOSX def2/J DEFGRID3
* xyz -2 1
O 1.73322 0.12715 -0.82151
C 0.58422 0.74815 -0.18551
C -0.50778 -0.36085 -0.02551
O -1.68278 0.07515 0.60549
H 0.16822 1.56215 -0.77851
H 0.82822 1.04315 0.82249
H -0.23978 -1.24785 0.48449
H -0.87778 -0.80785 -0.96551
O 3.60722 -0.30085 -2.40851
H 2.87922 -0.00685 -1.81251
H 3.10722 -0.55285 -3.23851
O -3.98878 0.55615 1.91649
H -3.13478 0.40415 1.47249
H -4.41478 1.10115 1.26149
O -0.23678 4.17215 -1.13051
H 0.25822 4.31315 -0.38151
H -0.75178 3.45115 -0.83751
O 1.96322 -2.52385 -0.70951
H 2.43822 -2.68685 -1.54551
H 1.87122 -1.57085 -0.72551
O -2.03778 2.54015 -0.02751
H -3.00378 2.36415 0.01149
H -1.66378 1.63415 0.14949
O -3.83778 0.02415 -1.03051
H -4.18478 0.87515 -0.98751
H -2.91078 0.14315 -0.81351
O 1.89622 2.61515 -2.25851
H 1.56422 1.78315 -1.85651
H 1.23922 3.27315 -2.08951
O -2.45978 -2.20485 1.44349
H -2.13478 -1.42585 1.04149
H -1.80478 -2.85385 1.19049
O 1.88822 -3.22285 2.33749
H 1.29322 -2.53385 2.60949
H 1.31122 -3.91985 2.06849
O 0.28522 -0.26785 -3.11151
H -0.43678 0.38015 -3.19851
H 0.62322 -0.10985 -2.21851
O 3.55622 2.01115 -0.00151
H 3.78322 2.48815 -0.81451
H 2.99922 1.30315 -0.33051
O 3.01322 -0.71085 1.40149
H 2.39822 -0.35385 0.72349
H 3.90322 -0.34685 1.13749
O -1.49578 1.72615 2.71849
H -2.40478 1.71415 2.98349
H -1.48378 1.28615 1.87749
O 1.53422 3.69315 0.91549
H 2.16622 4.42415 0.78449
H 1.97122 2.97515 0.52049
O -0.03078 -1.16585 2.99049
H -0.09378 -0.99185 2.06149
H -0.93978 -0.98085 3.21549
O -3.20578 -2.47185 -1.56251
H -3.52978 -1.67785 -1.14651
H -2.31478 -2.63285 -1.23451
O -0.34578 -2.86985 -2.94551
H 0.01422 -2.02685 -2.72051
H 0.23622 -3.21885 -3.66651
O 1.08222 1.23415 3.49549
H 1.08622 0.27415 3.36749
H 0.39522 1.68015 3.01449
O -0.74078 -3.81485 -0.11451
H -0.86578 -4.66685 -0.53451
H 0.08322 -3.46885 -0.39251
*
```